Record 1
A single C23H32N4O2S2 molecule, computed with ωB97M-V with the def2-TZVPD basis set.

Output
* structure (SMILES): CCOC(=O)c1ccc(NC(=S)N(CCCN2CCN(C)CC2)Cc2cccs2)cc1
* orbital gap: 8.524 eV
* ΔE to the lowest compared entry with this formula, charge and spin: 0.070 eV
* electronic energy: -2061.51649 Eh
* largest force on an atom: 1.0 eV/Å

Geometry (Å):
C -9.57013 -0.15072 -1.06077
C -9.05464 0.42668 0.25010
O -7.65224 0.21634 0.39654
C -6.84082 1.09980 -0.20402
O -7.23927 2.05839 -0.82364
C -5.41147 0.77496 -0.00996
C -4.98927 -0.33523 0.71669
C -3.64602 -0.60895 0.87053
C -2.69094 0.22340 0.28900
N -1.31712 0.04552 0.41437
C -0.58152 -1.07070 0.69192
S -1.25125 -2.58533 0.75481
N 0.74567 -0.87294 0.89188
C 1.40275 0.41122 0.74584
C 1.64177 0.82932 -0.71188
C 2.48847 2.10328 -0.75870
N 3.80606 1.87494 -0.19347
C 4.72915 1.30659 -1.15998
C 6.04958 0.96337 -0.48211
N 6.63316 2.15913 0.09319
C 7.93187 1.89910 0.67250
C 5.71078 2.72001 1.06030
C 4.39705 3.07390 0.37268
C 1.61549 -1.99667 1.19408
C 2.53468 -2.31294 0.06329
C 2.21078 -2.74433 -1.18658
C 3.33795 -2.90476 -2.02299
C 4.50122 -2.59320 -1.39777
S 4.24601 -2.09652 0.22760
C -3.11601 1.35093 -0.42214
C -4.45625 1.62023 -0.57355
H -10.64866 -0.03226 -1.11300
H -9.32313 -1.20756 -1.12881
H -9.11645 0.37288 -1.89867
H -9.50836 -0.07586 1.10720
H -9.25955 1.50171 0.29530
H -5.72280 -0.98409 1.16771
H -3.33717 -1.46865 1.43948
H -0.79243 0.86378 0.13968
H 2.38371 0.33655 1.21947
H 0.84175 1.18601 1.28180
H 2.15739 0.02052 -1.22866
H 0.70431 1.00700 -1.24325
H 2.54758 2.46659 -1.79840
H 1.98947 2.87572 -0.16607
H 4.29468 0.39822 -1.58104
H 4.92380 2.01610 -1.98382
H 6.74205 0.55808 -1.22369
H 5.86897 0.19260 0.28846
H 8.34297 2.83137 1.05709
H 7.89309 1.16578 1.49371
H 8.59633 1.51870 -0.10193
H 6.15389 3.62415 1.48432
H 5.50585 2.00920 1.88155
H 3.70634 3.49467 1.10780
H 4.59491 3.83335 -0.40330
H 0.96958 -2.85649 1.40194
H 2.19517 -1.76101 2.09189
H 1.19952 -2.94525 -1.49232
H 3.28165 -3.24085 -3.04285
H 5.49993 -2.62974 -1.78487
H -2.38094 2.01327 -0.86013
H -4.79045 2.48380 -1.12806

Atoms 1-3, force components in eV/Å:
C 0.30 0.11 0.27
C -0.52 0.21 -0.19
O 0.27 -0.18 0.08

Record 2
A single H2NO2P molecule in a non-equilibrium geometry, computed with ωB97M-V with the def2-TZVPD basis set.

Output
* structure (SMILES): NOP=O
* orbital gap: 9.843 eV
* ΔE to the lowest compared entry with this formula, charge and spin: 2.177 eV
* electronic energy: -547.73350 Eh
* largest force on an atom: 5.4 eV/Å

Geometry (Å):
N -0.56493 0.93219 -0.22459
O -0.02024 -0.26133 0.34042
P 1.32060 -0.91246 -0.24935
O 1.66857 -1.91309 0.90367
H -1.43831 1.27727 0.32910
H -0.96570 0.87743 -1.09923

Atoms 1-3, force components in eV/Å:
N -0.76 2.67 3.30
O -1.65 0.59 -0.30
P 1.23 -3.27 4.09

Record 3
2 unconnected molecules or ions with the total composition C6H11N5 in a non-equilibrium geometry, computed with ωB97M-V with the def2-TZVPD basis set.

Output
* structure (SMILES): Cc1c[nH]nn1.CNCC#N
* orbital gap: 9.940 eV
* ΔE to the lowest compared entry with this formula, charge and spin: 2.602 eV
* electronic energy: -508.91850 Eh
* largest force on an atom: 4.3 eV/Å

Geometry (Å):
C -1.07499 -0.03703 -3.49205
C -0.40275 0.58589 -2.23268
C -0.89315 1.66358 -1.55093
N -0.11221 1.66085 -0.48080
N 0.83481 0.78871 -0.46389
N 0.72649 0.19694 -1.64236
H -1.94669 -0.61149 -3.16142
H -1.45001 0.77400 -4.15086
H -0.36313 -0.71406 -3.97964
H -1.68123 2.35900 -1.74491
H -0.14884 2.48117 0.10160
C 0.88986 0.38270 2.85870
N -0.17872 -0.42249 2.24130
C 0.11692 -1.80170 1.95575
C 0.97270 -2.03248 0.78054
N 1.70626 -2.39429 -0.03708
H 0.63857 0.66579 3.88989
H 1.82934 -0.18027 2.84555
H 1.02005 1.32430 2.28196
H -0.39056 -0.03214 1.34968
H -0.80061 -2.41897 1.85036
H 0.70792 -2.23802 2.78129

Atoms 1-3, force components in eV/Å:
C 0.87 0.70 1.09
C -1.10 0.16 -2.79
C -0.25 -1.07 -0.48

Record 4
8 unconnected molecules or ions with the total composition C33H56N8O12 in a non-equilibrium geometry, computed with ωB97M-V with the def2-TZVPD basis set.

Output
* orbital gap: 4.374 eV
* ΔE to the lowest compared entry with this formula, charge and spin: 4.692 eV
* electronic energy: -2630.83066 Eh
* largest force on an atom: 14.6 eV/Å

Geometry (Å):
C -2.43209 -0.73894 -1.15504
C -4.02334 -0.87433 -1.26017
C -4.52816 -2.26217 -1.26808
C -4.40570 -2.87833 0.18899
C -5.29351 -1.94767 1.16484
C -4.68245 -0.51586 1.28964
N -4.45171 -0.06307 -0.08313
O -4.56350 1.22406 -0.35706
C -3.40035 -0.65354 2.03535
C -5.60915 0.49613 2.02346
C -4.54698 -0.20768 -2.61021
H -1.98713 -1.40072 -1.90024
H -1.98046 -1.09421 -0.39881
H -2.03766 -0.02363 -1.45385
H -4.26054 -2.84777 -2.13773
H -5.54648 -2.16775 -1.49211
H -3.44420 -3.26645 0.33277
H -4.83458 -3.88991 0.02325
H -5.51403 -2.42185 2.14071
H -6.44544 -1.83210 0.74858
H -2.77839 -1.46776 1.75512
H -3.37016 -0.72835 3.04229
H -2.85720 0.18980 2.00730
H -5.77654 0.11012 3.01561
H -6.43319 0.72185 1.30324
H -5.17160 1.58201 2.06008
H -5.73890 -0.47324 -2.88812
H -3.84625 -0.64349 -3.40226
H -4.46319 0.90149 -2.52210
N 0.89270 1.04112 0.38410
O -0.31855 0.72928 0.57058
O 1.78982 0.42189 0.99614
O 1.14504 1.90786 -0.44353
C 2.96162 -1.72521 -2.95937
C 2.52396 -2.32308 -4.29936
C 1.41193 -1.69976 -5.16232
C 0.38816 -0.84426 -4.35574
C 0.85513 -0.28906 -2.92499
C 2.19733 -0.80936 -2.24040
N -0.67942 -0.06720 -5.07153
O -1.47372 0.45345 -4.32443
O -0.57836 0.01724 -6.29654
H 3.80527 -2.05783 -2.47711
H 2.98784 -3.05169 -4.87099
H 1.17261 -2.16906 -6.08395
H 0.26689 0.37436 -2.17624
H 2.58552 -0.20803 -1.29559
C -0.06219 4.53836 -4.95087
C 0.15643 3.73322 -3.65928
C -0.96084 3.80224 -2.57994
C -2.09250 4.76455 -2.77274
C -2.40512 5.44782 -4.15686
C -1.23290 5.32311 -5.15962
N -2.97677 5.22258 -1.59092
O -3.25452 4.19017 -0.86662
O -3.49184 6.28623 -1.65936
H 0.75042 4.50154 -5.79968
H 1.23771 3.30113 -3.37277
H -0.83376 3.37203 -1.68268
H -3.21424 6.10314 -4.36205
H -1.42041 5.81734 -6.01686
C 5.17853 -0.41528 0.76795
O 5.76166 -0.55526 -0.40413
N 5.35256 -1.25888 1.71928
C 4.48991 -1.04293 2.89216
C 6.14912 -2.45878 1.64577
H 4.44632 0.53814 0.81637
H 4.57066 -0.13157 3.23660
H 4.80596 -1.50254 3.82201
H 3.44516 -1.15698 2.70605
H 6.51818 -2.42913 0.73838
H 5.71700 -3.33293 1.90909
H 7.05754 -2.05359 2.23209
C 1.44155 -5.45860 0.79660
O 0.29801 -5.80778 0.65614
N 1.78845 -4.10914 0.46640
C 3.16456 -3.70041 0.30689
C 0.69047 -3.12032 0.29578
H 2.38021 -5.96989 0.82130
H 3.80602 -4.29382 0.63232
H 3.36608 -2.66180 0.57152
H 3.48492 -3.50142 -0.78973
H 0.98596 -2.15899 -0.30453
H 0.48091 -2.62547 1.27643
H -0.24521 -3.42677 -0.15755
C 3.44867 3.45759 1.88673
O 3.93896 2.76947 2.85807
N 3.81097 4.66601 1.61289
C 3.21950 5.42106 0.43734
C 4.74998 5.49764 2.50680
H 2.88403 3.01933 1.28165
H 2.94238 4.74480 -0.34475
H 3.58677 6.45918 -0.08561
H 2.17457 5.66057 0.75063
H 4.59725 6.55629 2.13695
H 5.83610 5.31738 2.44576
H 4.45863 5.25514 3.68045
C -0.62961 -3.55719 4.17821
O -1.00067 -4.50485 4.87659
N -0.75117 -2.22483 4.52494
C 0.00153 -1.22468 3.80619
C -1.54921 -1.84451 5.74575
H 0.20284 -3.81332 3.31935
H 0.89927 -1.48899 3.52199
H 0.27577 -0.42538 4.60974
H -0.64580 -0.82487 3.11215
H -2.57417 -2.32802 5.47757
H -1.68244 -0.79135 5.83766
H -1.03902 -2.09306 6.62897

Atoms 1-3, force components in eV/Å:
C -8.63 -10.43 -2.04
C 1.42 1.56 -2.13
C 0.10 -0.72 2.74

Record 5
A single C7H8O molecule in a non-equilibrium geometry, computed with ωB97M-V with the def2-TZVPD basis set.

Output
* structure (SMILES): C/C=c1\c(=O)\c1=C/C
* orbital gap (spin up / spin down): 8.104 / 7.251 eV
* ΔE to the lowest compared entry with this formula, charge and spin: 6.435 eV
* electronic energy: -346.53904 Eh
* largest force on an atom: 8.2 eV/Å

Geometry (Å):
C 3.24105 0.31012 0.11944
C 1.87314 0.86723 0.29934
C 0.79001 0.13058 -0.05279
C 0.30821 -1.26173 -0.28846
O 0.34545 -2.43121 -0.51239
C -0.55376 -0.18823 -0.23158
C -2.10572 0.45909 0.18839
C -3.28589 -0.31460 -0.15832
H 3.73150 0.78795 -0.70557
H 3.19242 -0.71066 -0.10916
H 3.70744 0.34802 1.06202
H 1.67182 1.88734 0.63697
H -2.11703 1.56734 0.36606
H -4.17664 0.13690 -0.64665
H -3.65482 -0.49140 0.81941
H -2.96718 -1.09673 -0.78669

Atoms 1-3, force components in eV/Å:
C -1.28 0.69 0.11
C -0.80 0.45 -0.43
C 0.29 -1.82 0.05